Record 1
Computed, not measured: a cluster of 2 separate species, C4H9NO2 in total, with ωB97M-V/def2-TZVPD.

Last column: Mulliken charge in e.
CARTESIAN COORDINATES (ANGSTROEM)
N1 -1.038 1.800 -2.656  -0.1783
C1 -0.622 1.015 -1.661  -0.3081
O1 -1.731 0.524 -1.071  -0.4000
C2 -0.283 -1.915 0.523  -0.8292
C3 0.076 -0.969 1.390  -0.1012
C4 1.273 -0.082 1.218  -0.1657
O2 1.954 -0.017 2.460  -0.5237
H1 -2.037 1.886 -2.829  0.2001
H2 -0.373 2.262 -3.263  0.2571
H3 -1.177 -2.518 0.661  0.3082
H4 0.330 -2.133 -0.348  0.2534
H5 -1.427 -0.075 -0.368  0.4123
H6 -0.508 -0.780 2.289  0.2777
H7 1.923 -0.481 0.428  0.2730
H8 0.933 0.912 0.884  0.2224
H9 2.707 0.571 2.342  0.3018

Calculated values
- HOMO energy: -8.777 eV
- E_LUMO: 0.037 Ha
- Frontier orbital gap: 9.7886 eV
- 2S+1: 1

Record 2
Computed, not measured: the molecule C4H9NO2, with ωB97M-V/def2-TZVPD.

Last column: Mulliken charge in e.
CARTESIAN COORDINATES (ANGSTROEM)
C1 1.404 -1.270 0.411  -0.8399
N1 1.255 0.067 -0.139  -0.3732
C2 0.740 1.009 0.892  -0.4530
C3 -0.597 1.291 0.290  0.5431
O1 -0.919 2.253 -0.356  -0.5510
O2 -1.293 0.110 0.287  -0.2877
C4 -1.820 -0.197 -0.987  -0.6653
H1 2.228 -1.285 1.133  0.3139
H2 1.652 -1.940 -0.413  0.3409
H3 0.500 -1.653 0.916  0.2905
H4 0.629 -0.021 -0.996  0.2601
H5 1.346 1.914 1.015  0.2975
H6 0.634 0.531 1.881  0.3054
H7 -2.507 -1.037 -0.836  0.2121
H8 -0.935 -0.456 -1.704  0.2770
H9 -2.317 0.684 -1.396  0.3296

Calculated values
- HOMO energy: -9.212 eV
- SMILES string: CNCC(=O)OC
- E_LUMO: 0.034 Ha
- Frontier orbital gap: 10.1375 eV
- 2S+1: 1

Record 3
Computed, not measured: the molecule C4H9NO2, with ωB97M-V/def2-TZVPD.

Last column: Mulliken charge in e.
CARTESIAN COORDINATES (ANGSTROEM)
N1 1.178 0.475 1.468  -0.3125
C1 1.233 -0.819 1.031  0.4263
O1 1.910 -1.687 1.549  -0.6206
C2 0.377 -1.034 -0.212  -0.4708
C3 -1.071 -0.596 -0.100  -0.6134
C4 -1.316 0.935 -0.909  -0.3728
O2 -0.152 1.685 -1.087  -0.5471
H1 1.830 0.753 2.185  0.2315
H2 0.805 1.195 0.857  0.2420
H3 0.987 -0.289 -1.053  0.0903
H4 0.547 -2.010 -0.665  0.3468
H5 -1.769 -1.299 -0.583  0.3456
H6 -1.384 -0.396 0.935  0.3720
H7 -1.788 0.684 -1.872  0.3006
H8 -2.010 1.426 -0.217  0.3036
H9 0.622 0.977 -1.327  0.2784

Calculated values
- HOMO energy: -9.818 eV
- SMILES string: NC(=O)CCCO
- E_LUMO: 0.024 Ha
- Frontier orbital gap: 10.4665 eV
- 2S+1: 1

Record 4
Computed, not measured: a cluster of 3 separate species, C4H9NO2 in total, with ωB97M-V/def2-TZVPD.

Last column: Mulliken charge in e.
CARTESIAN COORDINATES (ANGSTROEM)
C1 -1.405 0.718 -0.927  -0.3309
C2 -0.090 0.819 -0.339  -0.5507
N1 -0.202 0.133 0.953  -0.4973
C3 -1.544 -0.594 0.974  -0.3873
C4 -2.277 0.061 -0.194  -0.4122
H1 -1.577 1.112 -1.881  0.4480
H2 0.614 1.666 -0.630  0.3126
H3 -0.365 0.893 1.577  0.3758
H4 -2.111 -0.989 1.829  0.3695
H5 -3.291 -0.124 -0.379  0.4705
H6 0.813 -1.308 0.363  0.4905
H7 0.411 -0.860 -0.876  0.4456
O1 1.139 -1.566 -0.539  -0.7650
H8 2.399 -0.071 -0.373  0.3986
H9 2.637 0.942 0.797  0.3071
O2 3.084 0.538 0.016  -0.6748

Calculated values
- HOMO energy: -9.051 eV
- SMILES string: c1cc[nH]c1.O.O
- E_LUMO: -0.018 Ha
- Frontier orbital gap: 8.5699 eV
- 2S+1: 1

Record 5
Computed, not measured: the molecule C4H9NO2, with ωB97M-V/def2-TZVPD.

Last column: Mulliken charge in e.
CARTESIAN COORDINATES (ANGSTROEM)
C1 -1.208 1.348 -0.472  -1.4115
C2 -0.255 0.468 0.339  0.6406
C3 -0.770 -0.966 0.434  -0.8981
O1 -0.233 -1.648 1.543  -0.5696
N1 1.117 0.544 -0.159  -0.1437
C4 1.934 -0.428 -0.608  -0.0468
O2 1.619 -1.573 -0.872  -0.5754
H1 -0.800 2.347 -0.665  0.3817
H2 -2.140 1.484 0.086  0.3562
H3 -1.460 0.888 -1.433  0.3282
H4 -0.204 0.859 1.362  0.1728
H5 -1.854 -0.903 0.540  0.3732
H6 -0.563 -1.492 -0.493  0.4552
H7 0.423 -2.267 1.201  0.3558
H8 1.610 1.394 0.034  0.2415
H9 2.988 -0.097 -0.720  0.3398

Calculated values
- HOMO energy: -9.920 eV
- SMILES string: C[C@@H](CO)NC=O
- E_LUMO: 0.028 Ha
- Frontier orbital gap: 10.6914 eV
- 2S+1: 1

Record 6
Computed, not measured: the molecule C4H9NO2, with ωB97M-V/def2-TZVPD.

Last column: Mulliken charge in e.
CARTESIAN COORDINATES (ANGSTROEM)
C1 0.874 0.296 0.220  0.4925
C2 0.728 1.504 -0.659  -0.8186
C3 2.288 0.196 0.726  -1.2556
C4 -2.129 -1.508 -0.084  -0.0781
N1 0.006 -0.634 0.311  -0.4047
O1 -3.443 -1.047 0.087  -0.4831
O2 -1.276 -0.416 -0.406  -0.1784
H1 0.528 2.401 -0.015  0.2248
H2 1.809 1.719 -1.174  0.2613
H3 0.048 1.251 -1.582  0.3174
H4 2.429 -0.578 1.562  0.2884
H5 2.792 0.113 -0.149  0.3804
H6 2.560 1.064 1.146  0.4119
H7 -1.864 -2.116 0.710  0.3257
H8 -1.994 -2.148 -1.067  0.1940
H9 -3.356 -0.098 0.375  0.3220

Calculated values
- HOMO energy (spin up / spin down): -5.305 / -10.162 eV
- E_LUMO (spin up / spin down): 0.033 / -0.091 Ha
- Frontier orbital gap (spin up / spin down): 6.1928 / 7.6941 eV
- 2S+1: 3

Record 7
Computed, not measured: the ion C4H9NO2 with charge +1, with ωB97M-V/def2-TZVPD.

Last column: Mulliken charge in e.
CARTESIAN COORDINATES (ANGSTROEM)
C1 -1.890 -0.128 -1.338  -1.3484
C2 -0.616 0.378 -0.662  -0.2366
N1 -0.282 -0.557 0.447  -0.0647
C3 0.680 -0.097 1.436  -0.3457
C4 1.963 0.472 0.794  0.4238
O1 2.547 -0.356 -0.094  -0.4303
O2 2.413 1.513 1.131  -0.4150
H1 -2.716 0.027 -0.681  0.4477
H2 -2.088 0.493 -2.211  0.3783
H3 -1.701 -1.137 -1.692  0.3810
H4 0.254 0.345 -1.329  0.3425
H5 -0.645 1.405 -0.279  0.3789
H6 -1.149 -0.860 0.897  0.3488
H7 1.105 -1.008 1.905  0.3526
H8 0.200 0.415 2.272  0.4160
H9 1.925 -0.904 -0.597  0.3711

Calculated values
- Charge: +1
- HOMO energy (spin up / spin down): -15.356 / -15.304 eV
- E_LUMO (spin up / spin down): -0.135 / -0.331 Ha
- Frontier orbital gap (spin up / spin down): 11.6722 / 6.2961 eV
- 2S+1: 2

Record 8
Computed, not measured: a structure of composition C4H9NO2S, with ωB97M-V/def2-TZVPD.

Last column: Mulliken charge in e.
CARTESIAN COORDINATES (ANGSTROEM)
C1 -1.482 -0.522 -1.115  -0.3810
N1 -0.141 -0.457 -1.102  -0.3418
C2 0.367 0.112 0.059  0.2565
C3 1.594 -0.621 0.564  -0.8248
S1 2.730 0.160 1.618  -0.1858
C4 1.098 1.699 -0.247  -0.3008
O1 0.184 2.529 -0.324  -0.4837
O2 -2.118 -1.106 1.147  -0.7121
H1 -2.082 0.351 -1.384  0.2703
H2 -1.681 -1.088 0.018  0.4400
H3 -1.858 -1.307 -1.792  0.2909
H4 1.600 1.504 -1.213  0.3522
H5 -0.401 0.364 0.784  0.4869
H6 2.076 -0.993 -0.346  0.3452
H7 1.152 -1.518 1.029  0.3763
H8 -2.890 -0.922 1.692  0.2606
H9 1.853 1.816 0.610  0.1513

Calculated values
- HOMO energy: -8.658 eV
- E_LUMO: -0.130 Ha
- Frontier orbital gap: 5.1098 eV
- 2S+1: 1

Calculated total energy (eV), listed in the same order as above: -9876.795 -9877.827 -9878.045 -9875.317 -9879.046 -9870.932 -9869.464 -20704.904
Calculated energy relative to the best compared isomer or geometry (same formula, charge and spin) (kcal per mole), listed in the same order as above: 75.3 51.5 46.5 109.4 23.4 58.5 40.1 233.6